30
Properties=species:S:1:pos:R:3:forces:R:3 method="wB97M-V/def2-TZVPD" total_charge=0 gap_ha=0.3395 mol_weight_g_mol=166.3 total_energy_ev=-13638.5865 relative_energy_ev=3.527
C -2.757 2.240 -0.538 0.457 0.955 0.382
N -3.925 1.465 -0.953 -0.263 -0.162 -0.124
C -2.736 0.776 -0.461 0.412 -0.381 0.045
C -2.825 0.031 0.841 0.196 0.659 -0.580
C -3.038 -1.409 0.690 -0.024 -0.774 0.148
N -1.701 -0.878 1.038 -0.043 -0.109 0.459
H -2.180 2.704 -1.345 -0.413 -0.072 0.192
H -2.805 2.866 0.373 -0.012 -0.595 -0.459
H -4.623 1.434 -0.211 0.060 0.244 -0.156
H -2.155 0.235 -1.231 -0.399 0.257 0.496
H -3.207 0.585 1.696 -0.083 -0.135 -0.084
H -3.582 -2.011 1.418 0.126 0.340 -0.048
H -3.126 -1.765 -0.340 0.135 -0.041 0.348
H -1.488 -0.981 2.036 -0.295 -0.101 -0.466
C 4.004 2.401 0.783 -0.489 -0.047 -0.563
C 3.716 1.500 -0.164 0.496 0.602 -0.216
C 3.219 0.183 0.199 -0.624 -0.072 -0.720
C 2.713 -0.712 -0.658 0.423 0.483 0.636
C 2.120 -2.014 -0.262 -0.042 -0.506 -0.194
C 0.704 -2.130 -0.824 -0.310 0.087 -0.390
H 3.730 2.190 1.802 0.261 -0.123 0.345
H 4.363 3.398 0.577 0.065 0.023 -0.155
H 3.858 1.744 -1.234 -0.023 -0.235 0.676
H 3.178 0.005 1.262 0.024 -0.278 0.259
H 2.693 -0.491 -1.720 0.110 0.081 -0.105
H 2.108 -2.121 0.837 0.133 -0.046 -0.430
H 2.741 -2.815 -0.706 -0.165 0.136 0.365
H 0.034 -1.444 -0.305 0.076 0.006 -0.110
H 0.275 -3.133 -0.694 0.218 0.150 -0.156
H 0.693 -1.855 -1.904 -0.007 -0.346 0.604


35
Properties=species:S:1:pos:R:3:forces:R:3 method="wB97M-V/def2-TZVPD" total_charge=0 gap_ha=0.3449 mol_weight_g_mol=246.3 total_energy_ev=-23879.6152 relative_energy_ev=2.175
C 1.310 1.094 1.891 -1.390 0.261 -0.316
C 2.315 0.431 0.923 -0.559 1.461 -1.327
C 3.162 1.613 0.361 0.221 -1.874 0.339
C 1.663 -0.214 -0.303 -0.397 0.490 -1.149
N 0.589 -1.146 0.045 -1.641 -0.950 0.234
C -0.563 -1.255 -0.766 3.245 0.710 0.963
O -0.468 -0.916 -1.945 -0.947 -0.061 0.159
C -1.803 -1.823 -0.109 0.360 1.422 2.683
N -1.395 -2.201 1.335 -0.770 -0.407 -1.777
C -3.081 -0.833 -0.157 1.991 -3.515 -1.511
C -2.771 0.585 0.076 -4.379 1.807 1.151
C -2.066 1.438 -0.859 1.834 0.483 -1.110
O -0.958 1.871 -0.714 1.432 0.233 1.234
O -2.699 1.807 -1.944 -1.152 0.685 -1.746
C 2.822 -0.784 -1.370 -2.368 2.222 0.978
O 3.999 -0.777 -1.151 -0.545 -0.883 -0.470
O 2.206 -0.872 -2.566 0.545 -0.740 0.436
H 1.688 1.505 2.849 0.247 -0.322 -0.742
H 0.474 0.447 2.137 0.034 -0.657 0.400
H 0.701 1.900 1.378 1.197 -0.499 0.241
H 2.911 -0.380 1.289 0.667 -0.077 1.080
H 2.478 2.324 -0.104 0.514 -0.133 -0.569
H 3.604 2.071 1.182 0.462 1.326 1.844
H 4.077 1.235 -0.111 -0.796 0.368 -0.991
H 1.116 0.600 -0.901 0.953 -0.999 0.678
H 0.522 -1.622 0.986 0.111 0.976 -1.602
H -1.988 -2.689 -0.699 -0.558 -0.996 -0.034
H -1.643 -1.491 2.026 -0.237 -0.428 -0.384
H -1.784 -3.122 1.546 0.026 0.668 0.286
H -3.427 -1.049 -1.190 -0.312 0.709 0.584
H -3.804 -1.264 0.555 0.256 0.458 -0.298
H -2.486 0.872 1.072 0.739 -0.406 0.506
H -3.843 1.036 0.054 1.460 -0.377 0.036
H -2.080 2.428 -2.415 -0.711 -0.888 0.517
H 1.222 -0.822 -2.399 0.466 -0.064 -0.324


32
Properties=species:S:1:pos:R:3:forces:R:3 method="wB97M-V/def2-TZVPD" total_charge=+1 gap_ha="0.2592 / 0.2594" mol_weight_g_mol=196.3 total_energy_ev=-17169.5023 relative_energy_ev=5.571
C -2.742 1.267 0.109 -1.102 0.156 -0.648
C -3.249 -1.087 -0.220 0.659 1.054 0.599
C -1.519 0.998 0.616 -1.143 -3.014 -0.567
C -2.043 -1.385 0.326 3.015 0.576 0.616
C -3.626 0.273 -0.358 2.584 0.643 0.678
C -1.130 -0.334 0.737 0.316 -1.624 0.676
C 2.341 -1.926 -0.554 2.494 -0.503 0.189
C 2.903 0.359 1.344 3.470 0.386 3.291
C 2.504 1.630 -0.853 2.792 -0.853 -0.094
C 1.512 -0.714 -0.341 -3.359 1.020 0.163
N -4.699 0.662 -1.018 -0.856 0.994 0.637
N 0.104 -0.594 1.379 0.366 -0.307 -1.376
N 2.072 0.627 0.211 -2.359 -0.176 -0.416
O 0.642 -0.474 -1.326 -0.310 1.370 0.175
H -3.039 2.291 0.028 -0.357 0.474 -0.026
H -3.846 -1.904 -0.459 -1.396 -0.989 -0.742
H -1.037 1.685 1.176 1.929 2.457 1.329
H -1.574 -2.401 0.428 -1.149 0.828 -0.173
H 2.056 -2.824 -1.149 -1.049 1.368 0.089
H 2.446 -2.345 0.447 0.847 -0.054 0.001
H 3.367 -1.681 -1.044 -1.427 -0.112 1.191
H 3.263 1.328 1.928 -1.400 -1.754 -1.299
H 2.404 -0.366 2.081 0.569 1.326 -1.333
H 3.919 -0.057 1.057 -1.413 0.151 -0.106
H 3.154 2.465 -0.406 -1.199 -1.357 -0.423
H 3.151 1.100 -1.688 -1.595 1.036 1.717
H 1.558 1.986 -1.185 -0.248 0.630 -0.912
H -4.998 1.604 -1.170 0.249 0.163 0.075
H -5.045 -0.028 -1.570 -1.912 -1.833 -1.933
H 0.031 -1.450 1.964 0.311 0.414 -0.916
H 1.126 1.004 0.628 1.782 -0.868 -0.399
H -0.008 0.291 -1.117 0.889 -1.602 -0.065


37
Properties=species:S:1:pos:R:3:forces:R:3 method="wB97M-V/def2-TZVPD" total_charge=0 gap_ha=0.3532 mol_weight_g_mol=274.3 total_energy_ev=-26861.7101 relative_energy_ev=0.901
C -0.555 1.045 3.518 0.358 0.094 0.052
N 0.135 0.797 2.257 -0.357 -0.121 0.136
C 1.058 1.545 1.686 0.679 0.741 -0.136
O 1.540 2.511 2.256 0.565 0.658 0.059
C 1.599 1.120 0.287 -0.052 -1.215 0.665
C 3.071 0.623 0.401 -0.956 0.334 -0.303
C 3.989 1.781 0.121 0.694 -2.169 -2.008
N 4.045 2.736 0.976 1.270 2.328 1.328
O 4.658 1.799 -0.901 0.172 -0.337 -0.503
N 0.865 -0.003 -0.275 0.593 -1.013 0.493
C -0.365 0.079 -0.763 -1.790 2.887 -0.741
O -0.898 1.179 -0.999 0.386 -1.282 0.341
C -1.096 -1.199 -1.019 -0.072 -0.646 -0.981
C -1.736 -1.803 0.206 -1.239 0.877 1.016
O -0.844 -1.822 1.316 0.327 0.180 -0.140
N -2.110 -1.039 -2.071 1.020 0.249 0.831
C -2.496 -2.058 -2.858 -0.826 -1.055 0.087
C -3.526 -1.695 -3.933 0.076 0.209 0.358
O -2.138 -3.209 -2.637 0.061 0.436 -0.384
H -1.624 1.060 3.278 0.114 0.010 0.416
H -0.257 2.010 3.982 -0.079 -0.681 -0.579
H -0.315 0.223 4.221 -0.288 0.463 -0.239
H -0.220 0.080 1.678 -0.544 -1.010 -0.161
H 1.533 1.948 -0.400 -0.119 0.380 -0.063
H 3.227 0.120 1.361 0.152 0.174 -0.102
H 3.229 -0.065 -0.430 0.130 -0.035 0.211
H 4.742 3.437 0.787 -0.202 0.219 0.102
H 3.424 2.805 1.730 -1.034 0.233 1.206
H 1.222 -0.940 -0.111 0.002 0.381 0.087
H -0.337 -1.879 -1.376 0.107 -0.617 -0.312
H -2.650 -1.213 0.433 0.499 -0.001 0.043
H -2.091 -2.781 -0.013 -0.067 -0.956 -0.416
H -1.264 -2.193 2.100 -0.105 -0.057 -0.282
H -2.450 -0.122 -2.254 0.032 0.696 0.041
H -3.118 -0.941 -4.628 -0.312 -0.253 0.308
H -3.783 -2.600 -4.466 0.117 -0.131 -0.192
H -4.465 -1.333 -3.461 0.687 0.031 -0.237


30
Properties=species:S:1:pos:R:3:forces:R:3 method="wB97M-V/def2-TZVPD" total_charge=-1 gap_ha=0.1990 mol_weight_g_mol=168.3 total_energy_ev=-14193.7574 relative_energy_ev=2.307
C 2.448 0.884 -1.863 0.190 -0.250 -0.871
C 2.048 0.202 -0.779 1.033 1.009 -1.201
C 1.898 0.316 0.649 -1.742 1.446 0.610
C 2.983 0.770 1.587 0.265 -2.059 0.843
C 1.711 -1.029 -0.033 0.669 -0.252 -0.262
C 0.354 -1.792 -0.150 0.844 1.943 2.511
C -0.893 -1.170 0.596 1.939 1.960 -0.386
C -1.635 0.065 -0.116 -1.708 -1.295 1.373
C -3.062 0.119 0.777 -0.616 -0.812 -4.118
C -1.862 -0.240 -1.611 -4.242 -0.560 -0.275
N -0.897 1.218 0.082 1.404 1.333 0.820
O -1.807 2.420 -0.028 0.117 -0.749 -0.153
H 2.521 0.429 -2.913 -0.226 0.478 1.683
H 2.732 1.984 -1.846 -0.515 -1.477 0.305
H 0.929 0.769 0.923 0.003 -0.040 -0.479
H 3.723 -0.087 1.509 -0.146 1.199 0.699
H 2.557 0.874 2.643 0.809 -0.263 -1.319
H 3.451 1.704 1.295 0.006 0.088 -0.117
H 2.599 -1.698 0.161 -0.869 0.442 -0.554
H 0.653 -2.601 0.503 -0.614 -1.262 -0.593
H 0.157 -1.974 -1.183 -0.112 -0.771 -0.471
H -1.538 -2.000 0.774 -0.913 -0.532 -0.008
H -0.541 -0.785 1.618 -0.497 -0.483 -1.354
H -2.796 0.494 1.732 0.137 -0.179 1.181
H -3.518 -0.937 0.687 0.478 1.634 0.753
H -3.800 0.867 0.290 1.137 -1.232 0.717
H -2.769 -0.896 -1.812 0.261 0.043 0.830
H -1.187 -0.862 -2.118 1.829 -0.010 -0.594
H -2.260 0.593 -2.225 1.185 0.230 0.536
H -2.196 2.361 0.850 -0.106 0.425 -0.106


44
Properties=species:S:1:pos:R:3:forces:R:3 method="wB97M-V/def2-TZVPD" total_charge=-1 gap_ha=0.2088 mol_weight_g_mol=767.6 total_energy_ev=-324222.0085 relative_energy_ev=3.432
Ti 0.676 -0.295 -0.085 -0.644 -0.223 2.273
B 0.818 1.103 2.461 0.151 0.437 0.205
N 1.698 -0.181 2.397 0.208 0.091 0.527
C 2.546 -0.549 3.365 -0.152 -0.151 -0.049
C 3.458 -1.451 2.840 0.017 -0.013 -0.139
C 3.094 -1.583 1.504 0.114 -0.135 0.381
N 2.046 -0.805 1.249 0.889 -0.123 1.038
N -0.629 0.966 1.864 -0.270 0.151 0.381
C -1.588 1.864 2.113 -0.048 -0.094 -0.107
C -2.650 1.634 1.252 -0.025 -0.004 -0.044
C -2.252 0.550 0.477 -0.044 -0.053 0.161
N -1.034 0.149 0.865 -1.049 0.543 0.451
H 1.390 1.956 1.826 0.002 0.010 0.112
H 0.699 1.374 3.626 -0.002 0.049 0.022
H 2.447 -0.148 4.358 -0.035 0.023 -0.017
H 4.268 -1.946 3.345 -0.028 -0.001 0.035
H 3.520 -2.222 0.750 -0.114 0.054 -0.127
H -1.445 2.616 2.871 -0.006 -0.052 0.048
H -3.577 2.175 1.180 -0.010 -0.010 0.050
H -2.788 0.033 -0.309 0.061 0.017 -0.014
Se -2.296 -3.277 -4.818 0.629 -0.093 -0.126
Sb -2.325 -1.315 -3.418 -3.544 -0.379 -2.275
Se 1.811 -1.583 -1.538 2.399 -2.133 -1.909
Se -0.309 -0.920 -2.054 0.808 0.114 -1.767
Se -4.456 -1.810 -2.288 -0.377 0.429 0.171
C 2.012 1.980 -2.732 0.005 -0.117 0.158
C 0.877 2.208 -1.744 0.081 0.487 -0.345
C 0.899 3.618 -1.168 -0.028 -0.229 0.082
O 0.947 1.281 -0.687 0.576 1.919 -0.358
H 1.983 2.723 -3.531 -0.058 0.044 0.044
H 1.943 0.993 -3.183 -0.009 -0.064 0.028
H 2.972 2.054 -2.214 0.007 0.023 -0.019
H -0.078 2.047 -2.263 0.041 -0.095 0.068
H 1.812 3.762 -0.588 -0.006 0.051 -0.009
H 0.040 3.768 -0.513 0.025 0.042 0.023
H 0.867 4.349 -1.976 -0.017 0.031 0.011
N -1.924 -3.841 -1.310 -0.048 -0.312 0.081
C -1.822 -3.196 -0.154 0.114 0.366 0.210
N -2.924 -2.630 0.339 0.076 -0.250 0.401
S -0.332 -3.037 0.660 0.315 -0.286 0.435
H -2.773 -3.781 -1.859 -0.174 -0.008 -0.042
H -1.093 -4.127 -1.795 0.152 -0.019 0.075
H -3.703 -2.425 -0.286 -0.150 -0.004 -0.195
H -2.825 -2.081 1.173 0.167 -0.033 0.067


39
Properties=species:S:1:pos:R:3:forces:R:3 method="wB97M-V/def2-TZVPD" total_charge=0 gap_ha=0.2576 mol_weight_g_mol=351.8 total_energy_ev=-59308.7816 relative_energy_ev=4.570
O 3.078 2.095 2.884 -5.638 2.733 -6.773
C 2.247 2.500 1.885 4.975 -2.127 5.692
Cl 2.911 2.379 0.158 -1.462 0.428 2.469
C 0.792 3.083 2.344 0.848 2.224 -0.096
N -0.371 2.137 2.248 2.916 -0.370 0.916
S -1.637 2.688 1.182 -1.150 0.507 -0.853
S 0.075 0.476 1.984 -5.629 -6.524 -4.981
O 0.528 0.163 0.504 0.043 2.162 6.176
O -1.258 -0.355 2.154 5.390 3.846 0.722
F 1.157 -0.179 3.166 -1.945 2.410 -2.340
H 0.860 3.478 3.462 0.310 -1.225 -2.386
H 0.539 4.052 1.694 0.681 -2.342 1.185
H -1.866 4.038 1.590 0.750 -1.820 0.304
C -4.716 -1.173 0.182 -0.220 -0.349 0.484
C -5.115 -0.790 -1.220 0.095 -0.206 -0.614
C -5.350 0.699 -1.086 -0.173 0.422 0.043
O -4.468 1.169 -0.058 -0.168 -0.224 -0.155
C -3.919 0.034 0.625 0.428 0.171 0.104
H -4.147 -2.104 0.238 -0.040 0.139 0.028
H -5.611 -1.280 0.806 0.109 -0.030 -0.035
H -4.281 -0.976 -1.907 -0.118 0.013 0.035
H -5.991 -1.328 -1.591 0.086 0.091 0.019
H -6.377 0.912 -0.770 -0.054 -0.021 -0.098
H -5.152 1.240 -2.016 0.015 0.043 0.140
H -2.867 -0.056 0.331 -0.076 -0.096 0.125
H -3.966 0.195 1.706 0.064 0.095 -0.144
C 4.562 -2.560 -2.207 0.489 -0.288 -0.336
C 4.070 -2.467 -0.786 -0.423 -0.304 0.391
C 4.222 -0.990 -0.494 0.125 0.386 0.229
O 4.040 -0.299 -1.737 0.061 -0.335 0.003
C 4.062 -1.261 -2.801 -0.277 0.324 -0.205
H 4.199 -3.441 -2.742 0.042 0.117 0.029
H 5.659 -2.579 -2.220 -0.113 -0.026 -0.047
H 3.011 -2.749 -0.741 0.114 0.027 0.053
H 4.623 -3.099 -0.087 -0.066 0.100 -0.057
H 5.227 -0.759 -0.127 -0.009 -0.037 0.097
H 3.492 -0.630 0.237 0.057 0.057 -0.140
H 3.039 -1.365 -3.178 0.035 -0.054 -0.085
H 4.698 -0.898 -3.613 -0.072 0.084 0.102